{"formula": "C6H16", "method": "wB97M-V/def2-TZVPD", "species": ["C", "C", "C", "C", "H", "H", "H", "H", "H", "H", "H", "H", "H", "H", "C", "C", "H", "H", "H", "H", "H", "H"], "coordinates": [[-1.33118, -0.40751, -0.58614], [-2.32538, -1.43420, -1.24652], [-0.95165, -0.90836, 0.80814], [0.02020, -0.40930, -1.47485], [-1.82341, 0.60398, -0.47233], [-1.87708, -2.28906, -1.87294], [-0.76126, -2.00952, 0.83280], [-0.09494, -0.28769, 1.21793], [-1.80172, -0.85987, 1.41914], [0.43264, -1.47367, -1.49674], [-0.30370, 0.12454, -2.41316], [-3.20738, -0.80844, -1.83036], [-2.64790, -2.17530, -0.42854], [0.92199, 0.32207, -1.02762], [1.95987, 1.73636, 0.42938], [2.34511, 1.36734, 1.92180], [0.97971, 1.11756, 0.20346], [1.96217, 2.83844, 0.31684], [2.68433, 1.41228, -0.35058], [3.05800, 1.99346, 2.32661], [2.78603, 0.35748, 1.91351], [1.39066, 1.46782, 2.55113]], "orbital_gap_ev": 11.6, "e_lumo_ev": 1.121, "smiles": "CC(C)C.CC"}

***

{"formula": "C5H13N2", "method": "wB97M-V/def2-TZVPD", "species": ["N", "C", "C", "C", "C", "C", "N", "H", "H", "H", "H", "H", "H", "H", "H", "H", "H", "H", "H", "H"], "coordinates": [[-0.68279, 0.30293, -1.82766], [-0.06772, -0.06741, -0.53843], [0.63919, 1.09608, 0.14994], [1.36397, 0.65861, 1.40485], [2.67373, 0.46700, 1.39543], [-1.20641, -0.60500, 0.31281], [-2.06930, -1.48538, -0.54184], [-2.35066, -0.88645, -1.33171], [0.01491, 0.60987, -2.49522], [-1.28776, 1.11229, -1.70137], [0.64514, -0.87314, -0.75027], [-0.10374, 1.84671, 0.42278], [1.34284, 1.53610, -0.55824], [0.75166, 0.35132, 2.24425], [3.21769, 0.65021, 0.47837], [3.24844, 0.18496, 2.26424], [-0.87267, -1.13274, 1.20618], [-1.84399, 0.20858, 0.65182], [-1.49771, -2.19016, -1.01851], [-2.83148, -1.94144, -0.04186]], "orbital_gap_ev": 9.7, "e_lumo_ev": -3.422, "total_charge": 1, "smiles": "C=CC[C@H](N)C[NH3+]"}

***

{"formula": "H12NaO6", "method": "wB97M-V/def2-TZVPD", "species": ["Na", "O", "H", "H", "O", "H", "H", "O", "H", "H", "O", "H", "H", "O", "H", "H", "O", "H", "H"], "coordinates": [[-9.66400, 15.65600, 8.90100], [-8.23200, 16.16200, 6.99800], [-8.45100, 15.75500, 6.16600], [-8.17000, 17.12000, 6.72600], [-8.69600, 13.78400, 9.92100], [-8.20200, 13.52000, 9.15300], [-8.82700, 12.90600, 10.29200], [-7.91600, 16.92900, 9.78400], [-7.59000, 16.44300, 10.53100], [-7.22900, 16.57300, 9.21700], [-11.21500, 15.77500, 11.18400], [-12.01100, 15.26900, 11.03200], [-11.39700, 16.38900, 11.90400], [-11.34900, 14.30800, 8.02600], [-12.13200, 14.12900, 8.57400], [-11.69400, 14.55400, 7.16700], [-10.65600, 17.76600, 8.41000], [-11.51300, 17.85200, 8.72700], [-10.69600, 17.99800, 7.52200]], "orbital_gap_ev": 12.0, "e_lumo_ev": -3.345, "total_charge": 1}

***

{"formula": "C3H7NO4", "method": "wB97M-V/def2-TZVPD", "species": ["O", "C", "C", "N", "C", "O", "O", "H", "H", "H", "H", "H", "H", "H", "O"], "coordinates": [[-0.31585, -2.39222, -2.42422], [0.00547, -1.88381, -1.34917], [-0.32001, -0.39560, -1.27942], [-0.33845, 0.16066, 0.08683], [0.83530, 0.43925, 0.82847], [2.05601, -0.27872, 0.64729], [1.03228, 1.26100, 1.72516], [0.65906, -2.40663, -0.55313], [0.03339, 0.16439, -2.14347], [-1.34045, -0.18002, -1.64145], [-1.16631, 0.61683, 0.42572], [2.26141, -0.66830, 1.58119], [-2.05523, 3.17508, 1.37172], [-2.15459, 1.86627, 1.95108], [-2.39652, 2.32852, 1.20194]], "orbital_gap_ev": 10.3, "e_lumo_ev": 0.423, "smiles": "O=CCNC(=O)O.O"}

***

{"formula": "C6H14O", "method": "wB97M-V/def2-TZVPD", "species": ["C", "C", "C", "C", "C", "C", "O", "H", "H", "H", "H", "H", "H", "H", "H", "H", "H", "H", "H", "H", "H"], "coordinates": [[-1.72962, -0.48900, -1.22077], [-1.11863, -0.33929, 0.17425], [-2.14474, 0.23638, 1.15026], [0.15127, 0.52719, 0.15274], [1.42307, -0.23905, -0.19130], [2.64750, 0.67012, -0.19566], [1.55928, -1.25249, 0.79838], [-2.59300, -1.16446, -1.20228], [-1.00977, -0.88852, -1.94516], [-2.07861, 0.48254, -1.59596], [-0.82441, -1.33213, 0.53656], [-3.05140, -0.37880, 1.18395], [-2.44035, 1.25196, 0.85527], [-1.73210, 0.28791, 2.16427], [0.30817, 0.97766, 1.14221], [0.02906, 1.35605, -0.55956], [1.31214, -0.70380, -1.18671], [2.76269, 1.13934, 0.78777], [2.55697, 1.45771, -0.95186], [3.56096, 0.10174, -0.41073], [2.35412, -1.76069, 0.59597]], "orbital_gap_ev": 11.2, "e_lumo_ev": 0.981, "smiles": "CC(C)C[C@@H](C)O"}

***

{"formula": "C5H4N2O", "method": "wB97M-V/def2-TZVPD", "species": ["C", "C", "C", "C", "C", "N", "N", "O", "H", "H", "H", "H"], "coordinates": [[1.40710, 1.38756, 0.48797], [2.61952, -0.70677, 0.15704], [-0.92655, -0.90112, -0.37088], [1.44268, 0.06667, 0.11980], [-1.91830, 0.17792, -0.22981], [1.32267, 2.47021, 0.93381], [3.58187, -1.26433, 0.35721], [0.34514, -0.73318, -0.12103], [-1.33473, -1.76503, -0.92839], [-2.91368, -0.20871, -0.36194], [-1.65706, 0.99732, -0.84048], [-1.96865, 0.47947, 0.79670]], "orbital_gap_ev": [7.7, 6.9], "e_lumo_ev": [-0.987, -1.607]}

***

So what do the calculations give for ΔE to the lowest compared entry with this formula, charge and spin? Going down the list: 2.446 1.717 0.592 2.957 0.153 4.016 eV.